No. 1
The ion C6H11N4 with charge +1 in a non-equilibrium geometry, computed with ωB97M-V with the def2-TZVPD basis set.

```
21
C6H11N4, DFT ωB97M-V with the def2-TZVPD basis set
N -0.75597 1.89629 0.29999
C -1.16201 0.86915 -0.67985
C -0.61818 -0.42773 -0.14319
C 1.00700 -0.32394 0.07223
N 1.54313 0.91718 0.06011
C 2.85110 0.74036 -0.05753
N 3.23526 -0.48209 -0.10709
N 2.04413 -1.19982 -0.09414
C -1.44365 -1.13809 0.88205
C -1.29073 -1.71517 -0.43479
H -0.85059 2.89736 0.05384
H 0.37267 1.61834 0.29671
H -1.25815 1.69103 1.13194
H -2.14815 0.62684 -0.93191
H -0.70660 1.35653 -1.53706
H 3.48604 1.61810 -0.04090
H 2.08399 -2.19939 0.14563
H -2.49875 -0.66717 1.06188
H -1.14642 -1.72800 1.82058
H -0.63222 -2.54768 -0.65147
H -2.11191 -1.80208 -1.14702
```

Properties
Charge = +1
HOMO level = -14.137 eV
2S+1 = 1
E = -12352.349 eV
Gap between HOMO and LUMO = 11.3 eV
Strongest force on any atom = 0.084 Eh/bohr
E_LUMO = -2.8144 eV
Molecular weight = 139.2 g mol⁻¹
SMILES = [NH3+]CC1(c2ncn[nH]2)CC1

natural (NBO) population analysis, charges in e, atoms 1 to 5: -0.73, -0.22, -0.10, 0.41, -0.57

---

No. 2
The ion C6H11N4 with charge +1 in a non-equilibrium geometry, computed with ωB97M-V with the def2-TZVPD basis set.

```
21
C6H11N4, DFT ωB97M-V with the def2-TZVPD basis set
C 2.48637 -1.04179 0.83258
N 1.93675 -0.18096 0.14965
C 1.40666 -0.29188 -1.18039
C 1.63136 1.05258 0.77082
N 0.71010 1.89585 0.66636
C -0.50106 2.05756 -0.00752
C -1.44209 1.21493 -0.47993
N -1.24817 -0.13320 -0.54318
C -2.11120 -0.84775 0.09971
N -2.99195 -0.33812 0.89156
H 2.52353 -2.02714 0.42580
H 2.71816 -0.79961 1.82642
H 0.26787 -0.24494 -1.10641
H 1.79321 0.51805 -1.76258
H 1.69065 -1.20991 -1.52914
H 2.27427 1.16847 1.63023
H -0.80621 3.07578 -0.14424
H -2.33561 1.79920 -0.63108
H -2.01362 -1.93588 0.14206
H -3.62493 -0.92947 1.35878
H -2.99126 0.72452 0.91636
```

Properties
Charge = +1
HOMO level (spin up / spin down) = -12.197 / -12.197 eV
2S+1 = 1
E = -12350.870 eV
Gap between HOMO and LUMO (spin up / spin down) = 7.5 / 7.5 eV
Strongest force on any atom = 0.078 Eh/bohr
E_LUMO (spin up / spin down) = -4.6717 / -4.6711 eV
Molecular weight = 139.2 g mol⁻¹
SMILES = C=[N+](C)\C=N/C=C\N=C/N

natural (NBO) population analysis, charges in e, atoms 1 to 5: 0.09, -0.23, -0.48, 0.24, -0.34

---

No. 3
The ion C6H11N4 with charge +1 in a non-equilibrium geometry, computed with ωB97M-V with the def2-TZVPD basis set.

```
21
C6H11N4, DFT ωB97M-V with the def2-TZVPD basis set
C 3.09174 -0.06900 -0.12566
N 1.74398 -0.60758 0.16382
C 0.56376 0.04770 0.03313
N 0.46683 1.39051 0.06117
C -0.64020 2.13678 0.11891
C -1.92715 1.52173 0.01894
C -1.89381 0.09574 -0.03075
N -2.92029 -0.74981 -0.11053
C -0.61077 -0.62075 -0.03190
N -0.69344 -2.01023 0.03253
H 3.55550 -0.28935 -1.05233
H 3.13515 1.02928 -0.07086
H 3.66774 -0.57345 0.66198
H 1.64621 -1.62941 -0.15909
H 1.32946 1.91566 -0.07299
H -0.48022 3.14652 0.08072
H -2.84487 2.18669 0.15262
H -3.91225 -0.46085 0.20794
H -2.72758 -1.66164 -0.21895
H -0.46625 -2.32745 0.96323
H -0.08354 -2.47107 -0.62193
```

Properties
Charge = +1
HOMO level = -12.525 eV
2S+1 = 1
E = -12354.466 eV
Gap between HOMO and LUMO = 9.3 eV
Strongest force on any atom = 0.136 Eh/bohr
E_LUMO = -3.2021 eV
Molecular weight = 139.2 g mol⁻¹
SMILES = C/[NH+]=c1\[nH]ccc(N)c1N

natural (NBO) population analysis, charges in e, atoms 1 to 5: -0.42, -0.57, 0.40, -0.49, 0.12

---

No. 4
A cluster of 2 separate species, C6H11N4O in total in a non-equilibrium geometry, computed with ωB97M-V with the def2-TZVPD basis set.

```
22
C6H11N4O, DFT ωB97M-V with the def2-TZVPD basis set
C 1.23052 3.24782 -1.52124
C 0.94938 2.58849 -0.36712
C 0.86120 -0.79400 1.56597
C 1.41860 -1.39005 0.19693
C -0.76474 -1.02416 0.05530
C -2.13486 -1.37316 -0.36466
N 0.89543 2.43298 -2.53346
N 0.46152 1.38214 -2.00535
N 0.44016 1.40558 -0.69667
N -0.53209 -0.76913 1.29981
O 0.22541 -1.36238 -0.64464
H 1.78281 4.12570 -1.56994
H 0.97763 2.95843 0.66130
H 1.24556 -1.32248 2.45591
H 1.36305 0.17022 1.64902
H 2.31991 -0.87191 -0.30132
H 1.63888 -2.50263 0.22484
H -2.12570 -1.89576 -1.35982
H -3.00519 -0.57275 -0.31171
H -2.44028 -2.20338 0.38087
H -1.31815 -0.53715 1.89449
H 0.44748 0.55840 -2.57039
```

Properties
Charge = +1
HOMO level = -13.513 eV
2S+1 = 1
E = -14399.817 eV
Gap between HOMO and LUMO = 10.1 eV
Strongest force on any atom = 0.085 Eh/bohr
E_LUMO = -3.3713 eV
Molecular weight = 155.2 g mol⁻¹

natural (NBO) population analysis, charges in e, atoms 1 to 5: -0.10, -0.08, -0.27, -0.09, 0.75

---

So what do the calculations give for ΔE to the lowest compared entry with this formula, charge and spin? Going down the list: 204.3, 346.9, 0.0, 115.6 kJ/mol.